a.
Computed, not measured: an isolated ion of composition C7H10N and charge +1, with the ωB97M-V functional and the def2-TZVPD basis.

Structure (ORCA input):
```
! RIJCOSX wB97M-V def2-TZVPD def2/J DEFGRID3
* xyz 1 1
C -1.342 -0.680 0.457
C -2.419 -0.079 -0.215
C 0.388 1.372 -1.834
C -1.919 0.975 -1.011
C -0.087 -0.217 -0.017
C 1.388 -1.054 1.889
C 1.232 -0.700 0.435
N -0.376 0.738 -1.017
H -1.461 -1.414 1.263
H 1.352 0.901 -1.912
H 0.314 2.313 -2.334
H -2.325 0.938 -1.953
H -2.092 1.929 -0.673
H 1.861 -0.316 2.475
H 1.694 -2.040 2.179
H 0.316 -0.890 2.195
H 1.336 -1.615 -0.083
H 2.139 -0.163 0.157
*
```

Computed properties:
**LUMO (spin up / spin down)**: -6.3 / -6.3 eV
**Frontier orbital gap (spin up / spin down)**: 6.48 / 7.11 eV

***

b.
Computed, not measured: an isolated ion of composition C7H10N and charge +1, with the ωB97M-V functional and the def2-TZVPD basis.

Structure (ORCA input):
```
! RIJCOSX wB97M-V def2-TZVPD def2/J DEFGRID3
* xyz 1 1
C -1.069 0.075 -2.338
C -0.038 -0.098 -0.343
C -1.509 1.187 -1.460
C -0.758 1.122 -0.109
C -0.113 -1.423 1.667
C -0.012 -0.559 -1.635
C 1.949 -0.396 0.983
N 0.499 -0.749 0.831
H -1.331 2.147 -1.969
H -2.562 1.014 -1.252
H -1.510 1.136 0.727
H 0.007 1.915 0.043
H -1.226 -1.609 1.353
H 0.434 -1.947 2.505
H 2.196 -0.187 0.005
H 1.928 0.633 1.376
H 2.539 -0.932 1.739
H 0.576 -1.329 -2.122
*
```

Computed properties:
**LUMO (spin up / spin down)**: -5.1 / -5.1 eV
**Frontier orbital gap (spin up / spin down)**: 7.13 / 7.00 eV

***

Question: of the structures shown, which is the most stable? Reply: a.